Entry 1:
{
  "formula": "C12H36BrO6",
  "method": "ωB97M-V/def2-TZVPD",
  "elements": ["Br", "O", "O", "O", "O", "O", "O", "C", "C", "C", "C", "C", "C", "C", "C", "C", "C", "C", "C", "H", "H", "H", "H", "H", "H", "H", "H", "H", "H", "H", "H", "H", "H", "H", "H", "H", "H", "H", "H", "H", "H", "H", "H", "H", "H", "H", "H", "H", "H", "H", "H", "H", "H", "H", "H"],
  "positions_angstrom": [[-0.693, -0.128, 0.821], [1.089, 5.855, 1.216], [5.845, -0.595, 0.763], [1.184, -5.701, -2.200], [-1.155, 1.380, -4.834], [-6.319, 2.467, 1.795], [1.702, -1.638, 6.065], [7.834, -1.622, -0.233], [-8.056, 1.098, 1.145], [1.428, -4.117, 6.032], [-7.403, 1.774, 2.319], [0.657, 8.132, 0.431], [1.326, -2.786, 6.813], [-2.478, 1.737, -5.132], [1.134, 6.712, 0.125], [6.271, -1.650, -0.103], [0.669, -5.718, -3.517], [-2.721, 3.163, -4.661], [1.020, -7.027, -4.188], [0.580, -7.894, -3.696], [-7.032, 1.104, 3.095], [-3.202, 1.033, -4.722], [-1.141, 1.265, -3.881], [8.171, -0.661, -0.622], [0.726, -4.214, 5.203], [-5.661, 1.866, 1.439], [6.022, -2.646, 0.264], [1.462, -4.967, 6.714], [0.719, 6.189, -0.737], [-2.581, 1.746, -6.217], [-7.460, 0.299, 0.705], [0.321, -2.702, 7.228], [0.738, 4.995, 0.973], [0.910, -4.885, -1.775], [4.894, -0.531, 0.648], [-1.860, 3.779, -4.918], [0.741, -7.053, -5.242], [1.051, -4.863, -4.075], [5.830, -1.447, -1.079], [1.882, -2.793, 7.750], [-3.639, 3.563, -5.093], [2.376, -4.093, 5.495], [2.176, 6.742, -0.193], [0.710, 8.832, -0.403], [1.253, 8.601, 1.215], [8.231, -2.446, -0.825], [8.292, -1.798, 0.741], [-0.376, 8.171, 0.777], [-0.421, -5.721, -3.539], [2.102, -7.152, -4.218], [-8.433, 1.772, 0.376], [1.259, -1.708, 5.216], [-8.952, 0.601, 1.519], [-8.134, 2.416, 2.811], [-2.889, 3.266, -3.589]],
  "e_tot_ha": -3504.2373,
  "multiplicity": 1,
  "molar_mass_g_mol": 356.3,
  "total_charge": -1,
  "homo_energy_ev": -3.96
}


Entry 2:
{
  "formula": "C12H36FO6Pb",
  "method": "ωB97M-V/def2-TZVPD",
  "elements": ["Pb", "F", "O", "O", "O", "O", "O", "O", "C", "C", "C", "C", "C", "C", "C", "C", "C", "C", "C", "C", "H", "H", "H", "H", "H", "H", "H", "H", "H", "H", "H", "H", "H", "H", "H", "H", "H", "H", "H", "H", "H", "H", "H", "H", "H", "H", "H", "H", "H", "H", "H", "H", "H", "H", "H", "H"],
  "positions_angstrom": [[-17.024, -15.547, -31.636], [-15.592, -17.835, -31.446], [-15.011, -19.360, -33.606], [-15.912, -16.274, -33.846], [-12.757, -17.330, -30.204], [-14.988, -19.296, -29.147], [-18.364, -18.043, -31.134], [-14.391, -15.108, -31.619], [-13.732, -14.278, -32.549], [-15.935, -20.405, -33.599], [-15.982, -15.635, -35.104], [-12.314, -13.868, -32.277], [-20.156, -19.591, -31.254], [-11.753, -17.753, -31.103], [-10.290, -17.398, -30.740], [-16.655, -16.516, -36.149], [-15.394, -21.450, -34.696], [-14.695, -20.613, -29.503], [-19.072, -19.079, -30.371], [-13.799, -21.109, -28.322], [-19.469, -18.714, -29.424], [-14.393, -13.421, -32.679], [-14.185, -21.062, -27.303], [-16.376, -14.643, -34.885], [-15.078, -16.719, -33.678], [-10.200, -17.181, -29.676], [-15.009, -15.375, -35.522], [-18.358, -19.839, -30.054], [-16.453, -17.587, -36.127], [-17.446, -18.326, -31.130], [-12.895, -20.503, -28.280], [-13.351, -22.095, -28.445], [-15.760, -20.983, -32.692], [-16.976, -20.107, -33.727], [-12.107, -17.559, -32.116], [-14.003, -20.629, -30.344], [-15.982, -22.361, -34.587], [-12.230, -12.969, -31.666], [-15.537, -21.281, -29.682], [-11.789, -13.757, -33.226], [-14.365, -21.763, -34.519], [-13.614, -17.743, -30.332], [-11.699, -18.841, -31.085], [-9.654, -18.262, -30.935], [-13.763, -14.881, -33.457], [-15.247, -18.797, -29.925], [-20.617, -20.374, -30.652], [-19.874, -19.947, -32.245], [-11.865, -14.675, -31.697], [-20.777, -18.695, -31.279], [-13.780, -15.766, -31.279], [-16.391, -16.384, -37.198], [-9.930, -16.552, -31.324], [-15.590, -20.983, -35.662], [-15.217, -18.887, -32.797], [-17.738, -16.503, -36.029]],
  "e_tot_ha": -1222.6274,
  "multiplicity": 1,
  "molar_mass_g_mol": 502.6,
  "total_charge": 1,
  "homo_energy_ev": -12.24
}


Relative energy (zero: lowest compared OMol25 entry of this formula, charge and spin) list, top to bottom, in kJ/mol: 258.3 0.0